No. 1
# C21H26N2O5Pt

C21H26N2O5Pt as an isolated structure (ωB97M-V/def2-TZVPD, the Open Molecules 2025 dataset).

Output
Electronic energy in a.u.: -1420.18449
HOMO energy (alpha / beta) in eV: -13.60 / -14.56
Spin multiplicity: 5
Orbital gap (alpha / beta) in Eh: 0.3051 / 0.2341
Net charge: +2
Expectation value of S²: 6.06
ΔE to the lowest compared entry with this formula, charge and spin in kcal/mol: 16.1

Each line ends with the Mulliken spin population.
Element x y z (Å)
Pt: 0.38831 0.93453 -0.46009  1.3998
O: 0.71605 2.98801 0.54427  0.1156
O: 0.16605 -1.05213 -1.45713  0.1088
O: 2.88314 1.24347 -0.19006  0.0972
O: 1.97535 4.89683 0.74460  0.1414
O: 1.60579 -1.21074 0.22036  0.0453
N: 2.11818 -3.72283 -0.01392  0.0032
N: -1.76055 0.98826 -0.18862  0.5871
C: -1.40088 2.27001 -2.11316  0.2360
C: 1.62722 3.78288 0.60665  0.0214
C: -1.79452 2.99519 -3.20565  -0.0535
C: -2.31885 1.60880 -1.26606  0.0603
C: -4.07683 2.37249 -2.73726  -0.0596
C: -3.68036 1.65119 -1.62936  0.1564
C: -1.89320 -0.95386 2.90696  -0.0705
C: -3.26341 -1.02536 3.15253  0.1692
C: -0.11470 -4.31259 0.64696  0.0021
C: 4.04945 2.22878 1.69934  0.0140
C: 0.95916 -1.70377 -0.74709  -0.0056
C: -0.11494 -4.01802 -0.85466  0.0044
C: -4.14246 -0.34231 2.32123  -0.0546
C: 1.16157 -3.19936 -1.05073  0.0040
C: -1.42851 -0.26147 1.81628  0.1081
C: 1.35428 -4.59579 0.95024  0.0000
C: -2.31030 0.38815 0.90889  0.0090
C: 4.43217 2.97408 -0.74470  0.0499
C: -3.15413 3.06455 -3.51368  0.1642
C: 3.55782 2.34513 0.29010  0.5831
C: -3.68628 0.36806 1.23134  0.1602
H: 2.44665 -2.86252 0.46038  -0.0001
H: 4.47516 3.17010 2.03846  -0.0012
H: 5.31144 2.33539 -0.87669  0.0283
H: 2.89325 0.52813 0.46562  -0.0065
H: -1.07195 3.51644 -3.81765  -0.0001
H: 1.60105 -5.63829 0.76230  0.0000
H: -5.20215 -0.35703 2.53508  0.0004
H: 4.75808 3.96005 -0.42909  -0.0009
H: 3.24623 1.94521 2.38362  0.0140
H: 2.90854 -4.22002 -0.41791  -0.0001
H: -0.98707 -3.45858 -1.18465  -0.0007
H: -4.39821 0.93464 0.65519  0.0043
H: -0.73883 -5.16493 0.90254  0.0000
H: -1.19946 -1.43886 3.58065  -0.0002
H: -3.47753 3.64159 -4.36833  0.0059
H: 3.92750 3.04922 -1.70765  0.0090
H: 1.63617 -4.35058 1.97080  0.0000
H: -0.35976 -0.18671 1.64136  0.0221
H: 4.83890 1.47102 1.75391  0.0234
H: -4.42045 1.09475 -1.07970  0.0037
H: -5.12436 2.39962 -3.00370  -0.0001
H: -0.32283 2.20402 -1.85971  -0.1032
H: 1.57108 -3.29336 -2.05515  -0.0005
H: -0.46816 -3.44751 1.21138  -0.0007
H: -0.06412 -4.94495 -1.42584  0.0003
H: -3.63380 -1.58905 3.99719  0.0061


No. 2
# C50H58IN11O5

A 12-piece molecular cluster, C50H58IN11O5 overall (ωB97M-V/def2-TZVPD, the Open Molecules 2025 dataset).

Output
Electronic energy in a.u.: -3216.21524
HOMO energy in eV: -7.94
Orbital gap in Eh: 0.2270
ΔE to the lowest compared entry with this formula, charge and spin in kcal/mol: 0.0

Each line ends with the Mulliken charge.
Element x y z (Å)
I: -6.64679 3.28110 5.01341  0.2464
O: -4.54142 3.17237 1.13294  -0.5167
O: -1.93942 1.52424 3.09968  -0.5865
O: -4.58522 1.15191 0.13460  -0.4181
O: -3.54826 4.13333 6.22558  -0.4359
O: -2.43673 2.55972 5.03596  -0.2767
N: -4.52788 8.26994 7.09454  0.0764
N: 9.09467 -3.74596 0.13041  0.0944
N: -2.13538 -6.09944 0.41712  0.0778
N: -2.08002 -2.51895 -1.47910  0.2345
N: 5.29802 1.91929 -2.56097  0.0069
N: 4.54987 -1.00812 1.15092  0.2046
N: -5.75933 6.78339 2.55688  0.0126
N: 0.36463 0.80174 1.01777  0.2101
N: 4.10964 -2.46452 -7.14418  0.1191
N: 3.58852 -3.92465 -2.83404  0.1170
N: -9.33503 1.27379 -0.64478  0.0273
C: -0.62140 -4.09278 -2.00918  -0.0458
C: 6.61322 2.11852 -2.88292  -0.4686
C: 5.63496 0.87112 -4.47962  0.1738
C: 2.02813 0.49560 -0.40770  -0.1727
C: 4.38508 -4.88246 -3.39918  -0.7527
C: 4.69282 -3.38928 -7.96196  -0.2930
C: -4.98300 8.19897 9.25185  -0.4816
C: 6.85302 1.48028 -4.06999  -0.8325
C: 6.38553 -2.04247 1.81248  -0.2648
C: 5.01575 -2.08513 1.84967  -0.8031
C: 8.68546 -4.09902 -1.12490  -0.3633
C: -3.53036 -7.14471 1.78260  -0.6074
C: -2.26259 -7.78428 1.84787  -0.5762
C: -6.93427 7.23466 2.02275  -0.4655
C: 2.68630 -4.40844 -4.79228  -0.7836
C: 1.68968 1.05278 0.80358  -0.9151
C: -4.72509 2.73152 4.65103  -0.7310
C: -4.41875 6.96130 7.46092  -0.2337
C: -2.76791 1.93247 3.85136  0.1198
C: -7.66062 2.44015 0.20489  -0.2197
C: -8.51786 1.39478 0.44205  -0.5414
C: -1.42625 -7.11520 0.99249  -0.3760
C: 3.85427 -5.20333 -4.61905  -0.3044
C: -9.01578 2.22420 -1.57494  -0.4640
C: -3.41694 -6.11063 0.88980  -0.3286
C: -4.87528 9.03695 8.17179  -0.4878
C: -5.56621 7.35244 3.78609  -0.4674
C: -6.63170 8.17330 4.04446  0.0331
C: -7.49971 8.10071 2.92065  -0.8478
C: 10.41915 -5.39528 -0.51426  -0.4049
C: -7.97766 2.96542 -1.07939  -0.7981
C: 9.48870 -5.12208 -1.55470  -0.5609
C: 6.75822 -0.89316 1.06083  -0.5736
C: 4.51289 -1.21029 -7.50661  -0.6575
C: 10.14957 -4.52812 0.51125  -0.5368
C: 4.69371 1.16189 -3.52873  -0.7927
C: -1.47004 -3.86299 -3.12842  -0.5107
C: 5.36645 -1.33281 -8.57194  -0.5218
C: -4.92200 1.26678 2.52448  -0.1751
C: -4.65472 1.98970 1.21391  0.3476
C: -2.36334 -2.89035 -2.76623  -0.7790
C: 2.55081 -3.62917 -3.67261  -0.4562
C: 5.59741 -0.27966 0.66885  -0.1669
C: 5.48035 -2.71991 -8.86209  -0.5946
C: -3.57710 3.24134 5.45610  0.4553
C: -0.14308 0.09658 -0.03437  -0.4540
C: -1.02343 -3.24874 -1.00801  -0.9146
C: -4.69909 6.87821 8.79905  -0.5916
C: 0.86050 -0.11137 -0.93984  -0.6423
C: -4.24461 1.95329 3.66933  0.9345
H: 7.26355 2.68896 -2.24220  0.4036
H: -4.42107 -7.41541 2.32483  0.3803
H: 4.25898 -5.92249 -5.31128  0.4431
H: 11.19680 -6.14066 -0.52004  0.3859
H: 6.07335 -3.17283 -9.63908  0.3905
H: 4.34220 -2.79202 2.30275  0.4290
H: 3.58160 -0.77823 0.99551  0.1339
H: -9.55174 2.29415 -2.50564  0.3992
H: -0.39039 -7.27813 0.74759  0.3591
H: -4.15343 6.21742 6.73473  0.3764
H: -4.38696 8.61371 6.16153  0.2174
H: -1.17851 -0.19460 -0.04962  0.4119
H: -7.50029 3.79351 -1.57579  0.3909
H: -6.91196 2.80973 0.88511  0.6341
H: 0.76966 -0.64000 -1.87457  0.4731
H: 5.26211 -5.24682 -2.89208  0.5024
H: -8.61779 0.73727 1.28910  0.3897
H: -7.26962 6.90080 1.05583  0.4284
H: 3.00406 0.51514 -0.86860  0.5346
H: -0.63569 -3.09572 -0.01493  0.3815
H: 5.85491 -0.52102 -9.08474  0.4171
H: 8.67389 -3.02202 0.68453  0.1660
H: 0.20034 -4.78863 -1.95077  0.6095
H: -1.77153 -5.44080 -0.25314  0.3542
H: -3.16205 -2.42433 -3.31727  0.4132
H: -4.13883 -5.38685 0.55114  0.3548
H: 3.74666 -3.49861 -1.93807  0.1914
H: -4.69567 7.11138 4.37299  0.2427
H: -5.13740 6.12861 2.11619  0.1927
H: -4.69864 5.97612 9.38771  0.4109
H: -10.06640 0.59314 -0.74382  0.1825
H: 7.75561 -0.55823 0.82584  0.4269
H: -0.16541 1.08381 1.82560  0.2535
H: 3.48480 -2.68263 -6.38622  0.1629
H: -5.02315 10.09906 8.07971  0.3772
H: 1.80959 -2.89548 -3.40421  0.5129
H: -8.43371 8.62108 2.79053  0.3903
H: -4.63014 0.21585 2.43775  0.3913
H: -2.57160 -1.81262 -0.96219  0.1137
H: -5.24537 8.49653 10.25351  0.4010
H: 5.42378 0.60148 0.07549  0.2187
H: 4.84063 2.27998 -1.74358  0.2540
H: 7.79722 1.44809 -4.58719  0.4037
H: -1.42028 -4.35022 -4.08762  0.4603
H: 5.47339 0.28412 -5.36866  0.4378
H: -6.77868 8.75407 4.94028  0.4723
H: 7.86542 -3.59110 -1.60360  0.4483
H: -6.01035 1.31921 2.68540  0.1161
H: 2.02116 -4.40948 -5.64184  0.5547
H: 9.42013 -5.61745 -2.50885  0.3930
H: 3.65313 0.89337 -3.45653  0.4262
H: -1.99717 -8.63704 2.45012  0.3854
H: 4.16021 -0.33925 -6.98066  0.6282
H: -5.35176 1.30652 -0.44411  0.3642
H: 7.04163 -2.76369 2.27306  0.4158
H: 4.50199 -4.44106 -7.83413  0.3365
H: 2.27800 1.59641 1.52377  0.4124
H: 10.61773 -4.40252 1.47251  0.3442


No. 3
# C4H12NO2

A 2-piece molecular cluster, C4H12NO2 overall (ωB97M-V/def2-TZVPD, the Open Molecules 2025 dataset).

Output
Electronic energy in a.u.: -364.69362
HOMO energy (alpha / beta) in eV: -9.13 / -9.04
Spin multiplicity: 2
Orbital gap (alpha / beta) in Eh: 0.3504 / 0.2157
Expectation value of S²: 0.75
ΔE to the lowest compared entry with this formula, charge and spin in kcal/mol: 41.5

Each line ends with the Mulliken spin population.
Element x y z (Å)
O: 1.84301 -0.75006 -1.33530  0.0035
O: 0.30298 1.78994 -1.13481  0.9909
N: -0.22965 -0.90009 -0.29517  0.0388
C: 0.77098 -1.69337 -0.94309  -0.0060
C: -1.03860 0.16284 1.76148  -0.0021
C: -1.82664 1.38287 1.18255  0.0039
C: 0.19407 -0.40802 1.02561  0.0001
H: -2.64588 1.06549 0.47911  -0.0001
H: -1.78632 -0.59178 1.74089  0.0011
H: 1.32692 0.05389 -1.59414  -0.0001
H: -1.29283 2.15310 0.66388  -0.0039
H: 0.42066 -2.12002 -1.93494  0.0002
H: 0.59714 -1.30847 1.57958  0.0025
H: -0.86863 0.31463 2.84353  0.0006
H: 1.07068 0.29839 0.95086  0.0060
H: 0.61758 2.30470 -1.94367  -0.0294
H: 1.13309 -2.56158 -0.34888  0.0014
H: -2.41199 1.70277 2.08302  -0.0002
H: -0.31967 0.00466 -0.85145  -0.0073